[1]
Here is C27H27BrN8O3S3Zr as an isolated structure from the Open Molecules 2025 dataset. Energies are from ωB97M-V/def2-TZVPD.

As for the HOMO energy: -2.02 eV. The charge is -2. As for the total energy: -150337.8652 eV.

Geometry (Å):
Zr (0.224, -1.567, -0.112)
C (-0.718, -1.096, 4.213)
C (-0.218, -0.545, 2.902)
O (-0.052, -1.431, 1.987)
C (0.030, 0.793, 2.757)
C (0.436, 1.424, 1.526)
C (0.751, 2.896, 1.580)
N (0.495, 0.775, 0.410)
N (0.853, 1.565, -0.687)
C (0.832, 0.864, -1.775)
O (0.549, -0.391, -1.859)
C (1.172, 1.554, -3.054)
C (1.210, 0.815, -4.231)
C (1.524, 1.433, -5.434)
C (1.800, 2.792, -5.471)
C (1.761, 3.534, -4.295)
C (1.449, 2.919, -3.093)
H (-0.038, -1.875, 4.562)
H (-1.688, -1.568, 4.041)
H (-0.817, -0.325, 4.976)
H (-0.089, 1.431, 3.622)
H (0.579, 3.288, 2.582)
H (0.131, 3.440, 0.868)
H (1.788, 3.068, 1.289)
H (0.988, -0.243, -4.178)
H (1.550, 0.848, -6.346)
H (2.042, 3.273, -6.411)
H (1.973, 4.597, -4.318)
H (1.412, 3.478, -2.168)
N (2.976, -4.236, 2.211)
C (2.368, -3.235, 1.516)
O (1.293, -3.439, 0.968)
C (3.015, -1.884, 1.453)
C (2.546, -1.221, 0.164)
H (2.593, -5.161, 2.088)
H (3.953, -4.153, 2.423)
H (4.104, -1.992, 1.582)
H (2.647, -1.332, 2.327)
H (3.035, -1.703, -0.689)
H (2.818, -0.164, 0.154)
S (0.967, -3.246, -2.086)
C (0.467, -4.812, -1.526)
C (1.128, -5.958, -1.970)
C (0.753, -7.237, -1.572)
C (1.486, -8.373, -2.045)
N (2.087, -9.282, -2.420)
C (-0.339, -7.387, -0.701)
C (-1.013, -6.254, -0.258)
C (-0.637, -4.962, -0.637)
S (-1.542, -3.600, -0.069)
C (-0.762, -8.682, -0.256)
N (-1.111, -9.715, 0.115)
H (1.968, -5.842, -2.643)
H (-1.853, -6.370, 0.414)
C (-3.382, 7.983, 0.187)
C (-4.279, 7.242, 1.179)
C (-3.747, 5.897, 1.554)
N (-3.324, 5.599, 2.730)
N (-2.851, 4.318, 2.852)
C (-2.927, 3.651, 1.728)
N (-2.529, 2.394, 1.543)
S (-3.605, 4.585, 0.414)
H (-3.789, 8.968, -0.048)
H (-3.283, 7.426, -0.746)
H (-2.382, 8.112, 0.603)
H (-5.285, 7.141, 0.762)
H (-4.366, 7.806, 2.109)
H (-2.121, 1.875, 2.305)
H (-2.614, 1.870, 0.677)
Br (-2.394, -0.375, -0.277)


[2]
Here is the molecule C8H15BrSi from the Open Molecules 2025 dataset. Energies are from ωB97M-V/def2-TZVPD.

As for the HOMO energy: -8.34 eV. As for the total energy: -86457.2857 eV.

Geometry (Å):
C (1.948, -1.825, 0.485)
C (2.238, -0.665, -0.037)
C (0.588, -2.417, 0.241)
C (-0.044, -1.826, -1.037)
C (0.178, -0.357, -1.164)
C (-0.159, 0.784, 1.805)
C (-2.491, 0.870, -0.236)
C (0.028, 2.649, -0.682)
Si (-0.587, 0.959, -0.051)
Br (3.647, 0.510, -0.002)
H (2.617, -2.396, 1.120)
H (0.651, -3.503, 0.156)
H (-0.048, -2.191, 1.102)
H (0.380, -2.343, -1.901)
H (-1.115, -2.046, -1.003)
H (0.562, -0.033, -2.120)
H (0.541, 1.554, 2.114)
H (-1.046, 0.881, 2.425)
H (0.300, -0.171, 2.035)
H (-2.791, 0.917, -1.279)
H (-2.889, -0.050, 0.180)
H (-2.973, 1.697, 0.279)
H (-0.137, 3.427, 0.058)
H (1.091, 2.627, -0.900)
H (-0.488, 2.950, -1.589)


[3]
Here is C26H20BrMnN7O5S as an isolated structure from the Open Molecules 2025 dataset. Energies are from ωB97M-V/def2-TZVPD.

As for the HOMO energy (spin up / spin down): -8.38 / -9.31 eV. Its spin multiplicity is 6. The expectation value of S² is 8.753. As for the total energy: -160159.7015 eV.

Geometry (Å):
Mn (-0.473, 1.020, 0.935)
Br (2.777, 1.808, -0.904)
C (2.580, 2.447, 0.873)
C (3.678, 3.000, 1.507)
C (3.494, 3.485, 2.793)
C (2.243, 3.406, 3.378)
C (1.209, 2.823, 2.665)
N (1.382, 2.346, 1.422)
C (-0.191, 2.705, 3.288)
O (-0.367, 3.265, 4.355)
O (-1.032, 2.030, 2.602)
H (4.633, 3.045, 1.005)
H (4.327, 3.924, 3.327)
H (2.030, 3.775, 4.370)
S (-4.790, 0.102, -5.270)
N (-4.880, -0.620, -3.829)
C (-4.012, -0.008, -3.042)
C (-3.762, -0.327, -1.650)
C (-4.442, -1.328, -0.956)
C (-4.140, -1.545, 0.369)
C (-3.153, -0.764, 0.966)
N (-2.497, 0.181, 0.312)
C (-2.791, 0.414, -0.975)
C (-2.053, 1.498, -1.648)
N (-1.131, 2.152, -0.927)
C (-0.471, 3.151, -1.488)
C (-0.679, 3.553, -2.805)
C (-1.606, 2.875, -3.561)
C (-2.316, 1.827, -2.977)
C (-3.310, 1.045, -3.687)
N (-3.662, 1.212, -4.950)
H (-5.195, -1.911, -1.471)
H (-4.647, -2.305, 0.946)
H (-2.876, -0.905, 2.004)
H (0.262, 3.649, -0.865)
H (-0.109, 4.374, -3.214)
H (-1.796, 3.132, -4.595)
C (3.902, -1.335, 1.169)
C (3.002, -2.477, 1.621)
C (1.697, -2.579, 0.817)
C (0.820, -3.713, 1.397)
C (-0.505, -3.910, 0.670)
C (2.024, -2.938, -0.623)
O (2.714, -3.892, -0.909)
N (1.463, -2.151, -1.598)
C (0.640, -1.036, -1.405)
O (0.172, -0.472, -2.378)
N (0.435, -0.625, -0.126)
C (0.921, -1.283, 0.939)
O (0.683, -0.806, 2.060)
H (4.831, -1.328, 1.740)
H (3.415, -0.369, 1.319)
H (4.166, -1.425, 0.113)
H (2.729, -2.346, 2.669)
H (3.519, -3.432, 1.520)
H (0.644, -3.471, 2.446)
H (1.413, -4.628, 1.355)
H (-1.112, -3.001, 0.692)
H (-1.082, -4.706, 1.141)
H (-0.354, -4.188, -0.375)
H (1.631, -2.417, -2.557)


[4]
Here is C5H6Li2O4Pb as an isolated structure from the Open Molecules 2025 dataset. Energies are from ωB97M-V/def2-TZVPD.

As for the HOMO energy (spin up / spin down): -14.56 / -14.56 eV. The charge is +2. As for the total energy: -19112.9191 eV.

Geometry (Å):
O (2.191, -0.939, -1.059)
C (1.878, -0.180, -0.127)
O (2.527, 0.939, -0.088)
Pb (1.765, 2.335, -1.343)
Li (2.556, 1.232, 1.953)
O (-0.130, 1.661, -1.278)
Li (1.484, -2.072, -2.333)
C (-0.534, 0.576, -0.787)
O (-1.834, 0.461, -0.781)
C (-2.492, -0.738, -0.372)
H (-3.539, -0.468, -0.209)
H (-2.438, -1.495, -1.163)
H (-2.077, -1.140, 0.559)
C (0.485, -0.270, 0.453)
C (0.342, 0.389, 1.793)
H (0.177, -1.319, 0.513)
H (-0.111, -0.287, 2.528)
H (-0.250, 1.316, 1.741)


Values of energy above the lowest of the compared OMol25 structures with the same formula, charge and spin, in order: 0.0 32.2 0.0 57.1, all in kcal per mole.